1.
Molecular formula: C4H10AlO3
Method: DFT, the ωB97M-V functional and the def2-TZVPD basis

ORCA input file:
```
! RIJCOSX wB97M-V def2-TZVPD def2/J DEFGRID3
* xyz -1 1
C -1.47255 -2.52734 -0.20713
C -0.33727 -1.99036 -1.09520
O -0.38693 -0.59832 -1.20817
Al 0.97846 0.33845 -0.59344
O 0.64551 2.05932 -0.89686
C 0.17041 2.62543 0.28707
C 0.77804 1.88950 1.50021
O 1.02829 0.55514 1.17284
H -2.20313 -3.09758 -0.78438
H -1.98321 -1.67019 0.22809
H -1.10808 -3.15614 0.60490
H 0.62223 -2.33212 -0.68553
H -0.41674 -2.43979 -2.09284
H 2.39225 -0.25512 -1.06226
H -0.92840 2.55839 0.33635
H 0.42649 3.69215 0.33674
H 0.08333 1.95932 2.35108
H 1.71130 2.38924 1.80852
*
```

Molar mass (g/mol): 133.1
Lowest unoccupied orbital energy (hartree): 0.146
Energy (Ha): -626.7261
Orbital gap (eV): 8.748

Here are the Löwdin charges for atoms 1 to 2, given in e: -0.0908 -0.3910

***

2.
Molecular formula: C35H92CaF2N7O13S2
Method: DFT, the ωB97M-V functional and the def2-TZVPD basis

ORCA input file:
```
! RIJCOSX wB97M-V def2-TZVPD def2/J DEFGRID3
* xyz 2 2
Ca 24.48413 0.01941 -23.00883
N 24.99073 2.13249 -22.82524
S 26.39232 2.91662 -22.61265
O 26.85815 3.03672 -21.24364
O 26.88771 3.89459 -23.64663
F 27.11510 1.61033 -23.19614
S 24.21708 3.67200 -22.78005
O 24.20080 4.36418 -24.02817
O 24.38930 4.39248 -21.53380
F 22.69790 3.18933 -22.65169
C 21.76656 8.24572 -25.83077
C 21.72584 7.40279 -24.57656
O 22.92139 6.95595 -24.17834
H 22.58599 8.95743 -25.93129
H 20.84521 8.78972 -26.03886
H 21.95621 7.57310 -26.66726
H 21.00890 6.58297 -24.62125
H 21.29120 7.95371 -23.74249
H 23.26020 6.13202 -24.53602
C 27.90440 4.64743 -26.36265
C 28.38827 5.17601 -27.72043
O 28.77812 3.95448 -28.35334
H 27.41188 5.43357 -25.79036
H 28.74036 4.33330 -25.73765
H 27.20649 3.81016 -26.36234
H 29.09660 5.97416 -27.49832
H 27.55285 5.51844 -28.33109
H 29.68536 3.80947 -28.07496
C 23.91015 5.35163 -18.38804
C 25.25787 5.02294 -18.43330
O 25.49427 3.63096 -18.43386
H 23.68560 6.41810 -18.40607
H 23.43747 4.91750 -17.50700
H 23.36050 4.99937 -19.26091
H 25.67327 5.41151 -17.50348
H 25.93057 5.60348 -19.06461
H 25.77881 3.39783 -19.32059
C 22.59974 10.14278 -21.67468
C 24.04925 10.34328 -21.21832
C 24.02393 10.23464 -19.62091
C 25.51828 10.17193 -19.12204
C 26.33988 9.08480 -19.81560
C 26.24406 8.98555 -21.41558
N 24.80502 9.20422 -21.84075
O 24.75793 9.15925 -23.21304
C 27.19512 10.11310 -21.91754
C 26.80294 7.57130 -21.80925
C 24.52938 11.74304 -21.58466
H 21.93332 10.77280 -21.08554
H 22.28628 9.09974 -21.71831
H 22.64719 10.52048 -22.69604
H 23.61642 11.16845 -19.23357
H 23.48273 9.32239 -19.36990
H 25.48130 9.95109 -18.05530
H 25.95250 11.16638 -19.22516
H 25.83658 8.17702 -19.48285
H 27.32340 9.07903 -19.34576
H 28.11685 9.63572 -21.58495
H 27.06785 10.31679 -22.98074
H 27.15840 11.01826 -21.31137
H 26.86708 7.50755 -22.89549
H 27.75076 7.42557 -21.29109
H 26.13262 6.82781 -21.37798
H 24.90408 11.70481 -22.60752
H 25.22098 12.22991 -20.89710
H 23.69791 12.43669 -21.70957
H 24.64797 8.21678 -23.35891
C 23.38968 0.81333 -18.56420
C 24.05889 0.79060 -19.93287
C 25.33678 0.00779 -19.78567
O 26.03744 0.01878 -21.04962
C 27.30870 -0.56708 -20.90941
N 23.26920 0.05223 -20.88661
H 23.17154 -0.20387 -18.23891
H 22.46634 1.38014 -18.68356
H 23.95216 1.28978 -17.76126
H 24.17706 1.80326 -20.31842
H 25.25223 -0.95379 -19.27936
H 25.85888 0.63709 -19.06492
H 27.91922 -0.16835 -21.71958
H 27.17552 -1.63002 -21.11072
H 27.81353 -0.31452 -19.97697
H 22.41749 0.59259 -20.93865
H 22.98377 -0.80575 -20.43660
C 29.12498 4.43596 -19.51358
C 30.20433 5.43604 -19.21596
C 31.66159 4.88766 -18.97562
O 32.49855 5.95040 -18.59154
C 33.78568 5.43608 -18.45832
N 30.10154 6.45229 -20.22909
H 28.91479 3.98052 -18.54586
H 29.39822 3.75489 -20.31954
H 28.19416 4.82874 -19.92271
H 29.81022 6.06789 -18.42000
H 32.01287 4.39191 -19.88058
H 31.61364 4.15949 -18.16596
H 34.13241 4.87840 -19.32830
H 33.97492 4.79196 -17.59961
H 34.48611 6.20478 -18.13183
H 30.90249 7.06692 -20.20081
H 30.19014 5.87725 -21.05468
C 22.26184 1.81160 -26.06650
C 22.99581 0.57083 -25.70870
C 24.51261 0.84277 -25.73690
O 25.24320 -0.27057 -25.21978
C 25.39732 -1.38226 -26.14883
N 22.58356 0.15614 -24.40593
H 22.66588 2.40095 -26.88962
H 22.13082 2.43862 -25.18458
H 21.21981 1.51587 -26.18824
H 22.75734 -0.23138 -26.40706
H 24.77610 1.74400 -25.18330
H 24.90100 1.05604 -26.73278
H 25.65405 -2.22374 -25.50533
H 26.12476 -1.25364 -26.95031
H 24.44533 -1.54507 -26.65412
H 21.95526 0.88157 -24.09113
H 21.95229 -0.62407 -24.51939
C 28.74191 -2.86050 -26.20385
C 29.67674 -2.19525 -25.21997
C 29.15280 -0.75584 -24.84018
O 29.14944 -0.02067 -26.03279
C 28.42298 1.10914 -25.94483
N 29.93242 -3.10557 -24.15039
H 29.25195 -3.78178 -26.48527
H 28.78698 -2.25742 -27.11068
H 27.67810 -2.92774 -25.97604
H 30.51629 -1.99509 -25.88571
H 29.72876 -0.31014 -24.02919
H 28.14003 -0.88014 -24.45686
H 28.69774 1.66834 -25.05047
H 27.36683 0.89236 -25.78463
H 28.50158 1.62650 -26.90100
H 30.15515 -2.59588 -23.30736
H 29.04614 -3.42336 -23.78483
C 30.13182 6.67143 -23.93045
C 30.51576 5.17889 -23.80963
C 31.44266 4.73757 -24.91783
O 32.58326 5.48496 -24.89591
C 33.48666 5.06945 -25.86922
N 31.16431 5.02489 -22.48194
H 29.52798 6.96894 -23.07314
H 29.51013 6.76953 -24.82038
H 30.93982 7.36900 -24.15096
H 29.53205 4.71153 -23.76493
H 30.87369 4.77939 -25.84661
H 31.60773 3.68169 -24.70346
H 34.41311 5.64054 -25.80894
H 33.08709 4.94409 -26.87556
H 33.82055 4.06983 -25.59103
H 31.92217 5.64152 -22.22600
H 31.59301 4.11203 -22.42719
*
```

Molar mass (g/mol): 961.4
Lowest unoccupied orbital energy (spin up / spin down) (hartree): -0.193 / -0.277
Energy (Ha): -4423.0991
Orbital gap (spin up / spin down) (eV): 6.655 / 4.378

Here are the Löwdin charges for atoms 1 to 2, given in e: 1.5041 -0.4139

***

3.
Molecular formula: C32H49BF5IN3O4S3
Method: DFT, the ωB97M-V functional and the def2-TZVPD basis

ORCA input file:
```
! RIJCOSX wB97M-V def2-TZVPD def2/J DEFGRID3
* xyz 1 1
C -0.34651 0.84833 5.86482
C -1.22441 -0.31804 5.30233
C -0.75507 -0.70912 3.88096
C -1.82082 -0.44219 2.78885
N -1.58183 0.80212 2.03187
C -1.90511 0.56005 0.61402
C -1.45656 1.71280 -0.29760
C -1.68430 1.32282 -1.74902
C -0.97751 2.23915 -2.75895
C 0.56190 2.04459 -2.83396
S 1.23055 0.39318 -2.23293
O 1.00586 2.90349 -1.83452
B 2.36220 3.38806 -2.17818
C 2.78607 4.88115 -1.62700
F 1.93695 5.37909 -0.68481
F 4.00682 4.80205 -1.03317
C 2.94817 5.97400 -2.68777
F 3.82999 5.65818 -3.59917
F 3.40123 7.09977 -2.10705
F 1.80144 6.28848 -3.25718
O 2.45602 3.12079 -3.60234
C 1.30562 2.50721 -4.18819
C 0.65174 3.71996 -4.88065
O 1.66694 4.33176 -5.65894
O 1.13695 4.41385 -6.95899
C 1.99495 1.46237 -5.05777
C 1.10199 0.44052 -5.83676
C -0.39048 0.50305 -5.57327
I 1.75452 -1.53046 -5.12206
C -2.36958 1.85861 2.56373
S -1.62188 3.13798 3.19235
S -4.17657 1.79560 2.56117
C -4.58550 1.54706 4.32564
C -5.70621 2.52607 4.72993
C -5.08255 3.75271 5.39924
H 0.07579 1.39590 5.03093
H 0.42394 0.44142 6.51064
H -1.00784 1.51554 6.40835
H -1.19908 -1.16744 5.97888
H -2.24869 0.03933 5.29044
H 0.19542 -0.25215 3.62866
H -0.59131 -1.79468 3.86944
H -2.79207 -0.43331 3.29150
H -1.84404 -1.29778 2.11821
H -1.38393 -0.32091 0.24962
H -2.99048 0.43092 0.48448
H -2.04964 2.59110 -0.05500
H -0.41209 1.88918 -0.06491
H -2.75413 1.45922 -1.93729
H -1.48661 0.26983 -1.94070
H -1.49776 2.10617 -3.70429
H -1.12209 3.24652 -2.38974
H 1.23672 0.62639 -0.90780
H 3.11740 2.64576 -1.54630
H 0.33239 4.40044 -4.09811
H -0.13807 3.44833 -5.57756
H 1.89488 4.33425 -7.55558
H 2.73777 0.92510 -4.49125
H 2.55122 2.01713 -5.81028
H 1.35489 0.44844 -6.88790
H -0.80583 1.50019 -5.64455
H -0.88582 -0.09335 -6.34118
H -0.64711 0.02486 -4.63615
H -3.71187 1.77144 4.92830
H -4.91304 0.52741 4.49967
H -6.23406 2.88012 3.84784
H -6.43701 2.06272 5.38740
H -5.75805 4.60269 5.37482
H -4.18816 4.06410 4.86052
H -4.77811 3.56206 6.42600
C 2.37396 -4.46557 5.53818
N 2.12111 -4.59048 4.08249
C 2.77675 -3.77877 3.23728
C 2.59831 -3.88669 1.87921
C 1.73369 -4.85018 1.36486
C 1.05369 -5.66198 2.26792
C 1.26254 -5.51280 3.62021
C 1.55600 -5.01683 -0.09696
C 1.81493 -6.23535 -0.72916
C 1.60141 -6.36788 -2.08636
N 1.14108 -5.33057 -2.80021
C 0.90333 -4.14187 -2.21984
C 1.10536 -3.96061 -0.87587
C 0.85768 -5.41118 -4.25001
H 2.15540 -3.44376 5.83823
H 3.41811 -4.70735 5.72147
H 1.73398 -5.15545 6.07763
H 3.44963 -3.05276 3.67268
H 3.15362 -3.22548 1.22643
H 0.35287 -6.41254 1.92795
H 0.75328 -6.12852 4.34710
H 2.18898 -7.08573 -0.17507
H 1.78962 -7.29391 -2.60970
H 0.54257 -3.34233 -2.86125
H 0.88832 -2.99125 -0.44439
H 1.45918 -4.62758 -4.69248
H -0.20462 -5.22590 -4.38658
H 1.12067 -6.37866 -4.66548
*
```

Molar mass (g/mol): 868.7
Lowest unoccupied orbital energy (hartree): -0.217
Energy (Ha): -3729.9489
Orbital gap (eV): 2.256

Here are the Löwdin charges for atoms 1 to 2, given in e: -0.0974 -0.2325

***

4.
Molecular formula: C5H9FS
Method: DFT, the ωB97M-V functional and the def2-TZVPD basis

ORCA input file:
```
! RIJCOSX wB97M-V def2-TZVPD def2/J DEFGRID3
* xyz 0 1
C 0.38551 2.50276 1.05189
C 0.14771 1.07639 1.24723
C -0.48510 0.40174 0.28565
F -0.76456 1.08034 -0.86347
C -0.63396 -1.06327 0.17841
C 0.25211 -1.59529 -1.01409
S 0.05339 -3.43173 -1.66351
H 1.43880 2.83726 1.19248
H -0.18271 3.18848 1.71425
H 0.00898 2.78228 0.05491
H 0.42265 0.68445 2.20038
H -1.66634 -1.28821 -0.03159
H -0.17061 -1.67739 1.10132
H 0.13349 -0.94031 -1.90410
H 1.25541 -1.57538 -0.67794
H -0.19476 -2.98213 -2.87182
*
```

SMILES: C/C=C(\F)CCS
Molar mass (g/mol): 120.2
Lowest unoccupied orbital energy (hartree): 0.033
Energy (Ha): -693.9113
Orbital gap (eV): 10.044
Energy relative to the best compared isomer or geometry (same formula, charge and spin) (kcal/mol): 35.8

Here are the Löwdin charges for atoms 1 to 2, given in e: -0.1108 -0.0999